Here is a molecular structure, C23H23P2Pb in a non-equilibrium geometry from OMol25. Energies are from ωB97M-V with the def2-TZVPD basis set.

ΔE to the lowest compared entry with this formula, charge and spin (kJ/mol): 0.0
HOMO-LUMO gap (alpha / beta) (eV): 5.98 / 5.87
Highest occupied orbital energy (alpha / beta) (eV): -10.38 / -10.25

ORCA input file:
```
! wB97M-V def2-TZVPD RIJCOSX def2/J DEFGRID3
* xyz 1 1
C -2.71 -3.23 -1.54
C -2.44 -3.91 -2.70
C -1.43 -3.67 -3.67
C -0.42 -2.69 -3.80
C -0.10 -1.66 -2.96
Pb -1.06 -1.93 -1.04
P -2.32 -1.75 1.60
H -3.52 -3.40 -0.81
H -3.08 -4.78 -2.95
H -1.47 -4.39 -4.47
H 0.66 -0.88 -3.12
H 0.15 -2.84 -4.75
H -1.39 -2.03 2.65
H -3.34 -2.73 1.68
H -2.95 -0.51 1.92
C 0.52 1.61 4.75
C -0.69 1.77 4.07
C -0.79 1.38 2.73
C 0.33 0.82 2.08
C 1.54 0.64 2.78
C 1.63 1.05 4.11
P 0.13 0.28 0.35
C -0.66 1.73 -0.43
C -1.94 1.65 -1.02
C -2.57 2.82 -1.44
C -1.95 4.06 -1.28
C -0.70 4.14 -0.67
C -0.06 2.98 -0.23
C 1.81 -0.23 -0.13
C 2.57 0.58 -0.98
C 3.86 0.18 -1.33
C 4.37 -1.04 -0.88
C 3.58 -1.89 -0.10
C 2.29 -1.50 0.26
H 0.60 1.93 5.79
H -1.56 2.21 4.56
H -1.72 1.49 2.19
H 2.39 0.23 2.27
H 2.58 0.94 4.65
H -2.44 0.68 -1.10
H -3.57 2.77 -1.91
H -2.44 4.96 -1.62
H -0.21 5.11 -0.51
H 0.89 3.04 0.30
H 2.14 1.51 -1.35
H 4.48 0.85 -1.94
H 5.38 -1.34 -1.14
H 3.97 -2.85 0.24
H 1.66 -2.17 0.85
*
```

Here are the Mulliken charges for atoms 1 to 2, given in e: atom 1 (C): -0.475, atom 2 (C): -0.517


Here is a molecular structure, C45H43AsBaN7OPS4 in a non-equilibrium geometry from OMol25. Energies are from ωB97M-V with the def2-TZVPD basis set.

ΔE to the lowest compared entry with this formula, charge and spin (kJ/mol): 167.5
HOMO-LUMO gap (eV): 6.53
Highest occupied orbital energy (eV): -6.36

ORCA input file:
```
! wB97M-V def2-TZVPD RIJCOSX def2/J DEFGRID3
* xyz 0 1
Ba -0.17 -0.30 0.17
C -1.84 -2.14 -5.35
N -0.88 -1.88 -4.30
C 0.40 -2.37 -4.24
C 0.93 -1.91 -3.07
N 0.01 -1.14 -2.41
C -1.07 -1.14 -3.17
P -2.72 -0.49 -2.75
C -2.94 -1.52 -1.26
N -1.98 -1.99 -0.48
C -2.59 -2.78 0.45
C -3.93 -2.80 0.22
N -4.15 -2.01 -0.87
C -5.44 -1.64 -1.41
C -2.25 1.13 -2.07
N -1.06 1.50 -1.65
C -1.16 2.83 -1.34
C -2.42 3.27 -1.60
N -3.11 2.19 -2.08
C -4.52 2.15 -2.37
H -1.31 -2.52 -6.22
H -2.58 -2.87 -5.04
H -2.35 -1.22 -5.63
H 0.80 -3.00 -5.01
H 1.91 -2.08 -2.66
H -2.01 -3.27 1.21
H -4.74 -3.28 0.75
H -6.17 -2.41 -1.16
H -5.76 -0.69 -0.99
H -5.38 -1.55 -2.49
H -0.31 3.38 -0.97
H -2.89 4.23 -1.46
H -4.87 3.15 -2.65
H -4.72 1.46 -3.19
H -5.07 1.82 -1.48
S 1.03 -1.78 2.56
C 1.77 -3.00 1.67
N 1.70 -3.16 0.37
C 2.38 -4.29 -0.05
C 2.43 -4.76 -1.36
C 3.16 -5.90 -1.65
C 3.84 -6.58 -0.65
C 3.79 -6.14 0.67
C 3.06 -5.00 0.95
S 2.79 -4.22 2.48
H 1.88 -4.23 -2.13
H 3.20 -6.26 -2.67
H 4.41 -7.48 -0.89
H 4.31 -6.68 1.45
S -3.19 0.63 0.86
C -3.36 2.27 1.40
C -4.59 2.94 1.26
C -4.75 4.25 1.67
C -3.70 4.94 2.25
C -2.47 4.29 2.40
C -2.29 2.97 2.00
As -0.55 2.07 2.11
C -0.77 1.08 3.77
C 0.38 0.72 4.47
C 0.29 0.01 5.66
C -0.96 -0.35 6.15
C -2.10 -0.01 5.46
C -2.02 0.70 4.27
C 0.46 3.57 2.88
C 1.28 4.31 2.03
C 1.99 5.41 2.50
C 1.89 5.78 3.84
C 1.08 5.04 4.69
C 0.38 3.95 4.22
H -5.42 2.39 0.82
H -5.72 4.73 1.55
H -3.82 5.96 2.58
H -1.65 4.84 2.85
H 1.35 0.99 4.07
H 1.19 -0.27 6.19
H -1.03 -0.91 7.08
H -3.08 -0.30 5.84
H -2.91 0.96 3.72
H 1.36 4.02 0.99
H 2.62 5.98 1.83
H 2.45 6.63 4.21
H 1.00 5.33 5.74
H -0.26 3.39 4.89
C 4.94 -1.31 -5.11
C 4.47 -1.05 -3.70
C 4.73 -1.97 -2.69
C 4.30 -1.73 -1.39
C 3.61 -0.57 -1.11
C 3.32 0.35 -2.11
C 3.76 0.10 -3.40
S 3.03 -0.27 0.57
C 4.38 0.89 0.96
O 1.84 0.63 0.41
H 4.95 -2.37 -5.34
H 5.96 -0.93 -5.24
H 4.30 -0.79 -5.83
H 5.26 -2.89 -2.91
H 4.49 -2.46 -0.61
H 2.74 1.23 -1.87
H 3.52 0.81 -4.19
H 4.31 1.72 0.25
H 5.33 0.37 0.88
H 4.21 1.25 1.97
*
```

Here are the Mulliken charges for atoms 1 to 2, given in e: atom 1 (Ba): 2.431, atom 2 (C): -0.878


Here is 2 unconnected molecules or ions with the total composition C5H15NO2 in a non-equilibrium geometry from OMol25. Energies are from ωB97M-V with the def2-TZVPD basis set.

SMILES: C[C@H](CO)N(C)C.O
ΔE to the lowest compared entry with this formula, charge and spin (kJ/mol): 230.5
HOMO-LUMO gap (eV): 9.64
Highest occupied orbital energy (eV): -8.91

ORCA input file:
```
! wB97M-V def2-TZVPD RIJCOSX def2/J DEFGRID3
* xyz 0 1
C -0.16 -2.06 0.18
N -0.70 -0.70 -0.03
C -1.75 -0.40 0.96
C 1.48 0.25 0.94
C 0.35 0.32 -0.07
C -0.15 1.76 -0.16
O 0.83 2.78 -0.19
H 0.91 -2.17 0.36
H -0.34 -2.87 -0.58
H -0.71 -2.49 1.02
H -2.37 0.37 0.53
H -2.32 -1.32 1.16
H -1.45 0.09 1.91
H 1.93 -0.74 0.96
H 1.20 0.38 1.98
H 2.31 0.98 0.88
H 0.84 0.18 -1.03
H -0.90 2.02 0.60
H -0.63 1.96 -1.14
H 1.43 2.90 0.54
H 0.44 -0.54 -2.25
H -0.55 -0.12 -3.34
O 0.30 -0.56 -3.21
*
```

Here are the Mulliken charges for atoms 1 to 2, given in e: atom 1 (C): -0.973, atom 2 (N): 0.080


Here is a molecular structure, C29H48Cl2MnN3O4SeSi in a non-equilibrium geometry from OMol25. Energies are from ωB97M-V with the def2-TZVPD basis set.

ΔE to the lowest compared entry with this formula, charge and spin (kJ/mol): 0.0
HOMO-LUMO gap (alpha / beta) (eV): 4.48 / 4.49
Highest occupied orbital energy (alpha / beta) (eV): -2.05 / -2.06
Expectation value of S²: 8.755

ORCA input file:
```
! wB97M-V def2-TZVPD RIJCOSX def2/J DEFGRID3
* xyz -1 6
C -1.20 -0.44 -3.98
C -0.75 -1.71 -3.34
H -0.68 -0.26 -4.93
H -1.03 0.41 -3.30
H -2.27 -0.48 -4.20
C -0.27 -2.77 -4.02
C -0.09 -2.83 -5.51
H 0.00 -3.68 -3.48
H -0.22 -1.86 -6.00
H -0.79 -3.54 -5.97
H 0.92 -3.21 -5.73
Mn 0.49 0.48 0.00
Cl -1.31 1.71 -0.83
C 0.01 -2.09 1.75
O 0.82 -1.19 1.40
N 0.37 -3.12 2.51
C 1.76 -3.29 2.93
C -0.55 -4.18 2.92
H -1.07 -2.04 1.45
H 2.32 -2.39 2.68
H 2.19 -4.16 2.42
H 1.77 -3.47 4.00
H -1.57 -3.94 2.59
H -0.54 -4.28 4.02
H -0.25 -5.14 2.49
H 0.98 2.52 5.00
H -0.90 4.29 4.49
C 1.41 2.86 4.06
C -0.46 4.42 3.49
N 0.34 3.24 3.14
H 2.02 2.08 3.61
C 0.15 2.61 1.99
O 0.92 1.69 1.58
H -1.26 4.54 2.75
H -0.74 2.91 1.43
H 2.01 3.76 4.27
H 0.18 5.31 3.48
H 1.64 -0.18 -3.44
H 2.67 -2.84 -3.13
C 2.63 0.05 -3.03
C 3.52 -2.25 -2.74
N 3.06 -1.00 -2.11
H 2.60 1.00 -2.50
C 3.03 -0.83 -0.79
O 2.56 0.21 -0.25
H 4.06 -2.84 -2.00
H 3.48 -1.65 -0.20
H 3.35 0.09 -3.86
H 4.17 -2.00 -3.58
O 0.19 -0.82 -1.43
C -0.80 -1.71 -1.81
C 0.59 -3.66 -0.93
C -0.66 -3.07 -1.16
H 1.50 -3.06 -1.07
C 0.65 -5.00 -0.54
H -1.79 -1.33 -1.55
C -1.83 -3.74 -0.81
H 1.63 -5.49 -0.43
C -0.53 -5.72 -0.31
C -1.78 -5.08 -0.44
H -2.78 -3.19 -0.87
H -0.48 -6.79 -0.03
H -2.71 -5.64 -0.26
Si 0.11 4.91 -2.32
Cl 0.28 3.03 -3.30
C 1.88 5.32 -1.92
C -1.10 5.02 -0.89
C -0.48 6.31 -3.43
H 2.49 4.44 -1.70
H 1.91 6.00 -1.07
H 2.33 5.83 -2.79
H 0.20 6.54 -4.25
H -0.52 7.21 -2.79
H -1.48 6.19 -3.85
H -1.05 4.18 -0.20
H -2.14 5.12 -1.24
H -0.88 5.94 -0.33
Se -2.58 0.18 1.05
C -2.58 0.49 2.86
C -3.82 0.83 3.44
C -3.92 0.99 4.82
C -2.79 0.83 5.64
C -1.55 0.50 5.06
C -1.44 0.35 3.68
H -4.68 0.95 2.79
H -4.89 1.26 5.25
H -2.88 0.95 6.72
H -0.67 0.36 5.69
H -0.49 0.10 3.22
*
```

Here are the Mulliken charges for atoms 1 to 2, given in e: atom 1 (C): -1.173, atom 2 (C): -0.065


Here is a molecular structure, F7NaO2P2 in a non-equilibrium geometry from OMol25. Energies are from ωB97M-V with the def2-TZVPD basis set.

ΔE to the lowest compared entry with this formula, charge and spin (kJ/mol): 45.9
HOMO-LUMO gap (eV): 9.43
Highest occupied orbital energy (eV): -10.76

ORCA input file:
```
! wB97M-V def2-TZVPD RIJCOSX def2/J DEFGRID3
* xyz 0 1
P -1.46 -0.19 -0.39
F -1.91 1.19 -1.04
F -1.39 -1.79 -0.56
F -0.57 -0.32 -1.80
O -0.82 0.10 1.00
F -2.95 -0.37 0.19
P 0.92 0.29 1.34
F 2.44 0.43 1.91
O 1.11 0.86 -0.07
F 0.43 1.19 2.54
Na 1.64 0.11 -2.12
F 0.93 -1.26 1.69
*
```

Here are the Mulliken charges for atoms 1 to 2, given in e: atom 1 (P): 1.082, atom 2 (F): -0.269


Here is a molecular structure, C29H75N6O13V in a non-equilibrium geometry from OMol25. Energies are from ωB97M-V with the def2-TZVPD basis set.

ΔE to the lowest compared entry with this formula, charge and spin (kJ/mol): 1146.6
HOMO-LUMO gap (eV): 3.62
Highest occupied orbital energy (eV): -7.29

ORCA input file:
```
! wB97M-V def2-TZVPD RIJCOSX def2/J DEFGRID3
* xyz 0 1
O -0.39 0.77 -0.28
V -1.51 0.35 -1.39
O -1.51 -1.20 -1.47
O -4.62 4.16 -4.45
C -3.82 3.33 -3.80
O -3.79 2.11 -4.06
O -3.12 3.63 -2.83
H -4.34 4.97 -4.02
C 3.17 5.07 3.77
O 3.39 5.42 5.10
C 2.33 5.32 6.07
C 2.93 5.32 7.45
N 3.68 6.60 7.62
C 4.57 6.51 8.76
C 5.93 5.75 8.57
O 6.78 6.28 7.55
C 8.02 5.57 7.38
H 3.02 4.00 3.63
H 4.10 5.18 3.21
H 2.31 5.69 3.47
H 1.66 4.58 5.64
H 1.60 6.11 5.89
H 3.51 4.40 7.46
H 2.05 5.27 8.08
H 4.16 6.58 6.73
H 4.09 6.06 9.63
H 4.85 7.54 8.94
H 5.78 4.69 8.36
H 6.52 5.81 9.48
H 8.76 6.17 6.86
H 7.83 4.66 6.82
H 8.35 5.18 8.35
C -4.37 2.56 5.94
O -3.82 1.78 4.82
C -4.78 1.56 3.81
C -3.94 0.79 2.76
N -4.49 0.83 1.38
C -5.57 -0.16 1.25
C -6.65 0.32 0.26
O -6.98 1.66 0.63
C -7.85 2.30 -0.30
H -3.83 3.45 6.25
H -4.60 1.85 6.74
H -5.30 3.06 5.67
H -4.99 2.57 3.46
H -5.58 0.96 4.24
H -3.70 -0.23 3.06
H -3.02 1.38 2.75
H -4.98 1.72 1.41
H -5.99 -0.20 2.25
H -5.12 -1.12 0.99
H -7.55 -0.29 0.36
H -6.31 0.24 -0.77
H -8.18 3.16 0.30
H -8.72 1.75 -0.65
H -7.31 2.68 -1.16
C -1.27 -11.14 -2.13
C -1.90 -9.79 -2.52
C -2.59 -9.15 -1.25
O -3.76 -8.50 -1.60
C -3.69 -7.31 -2.29
N -0.90 -8.99 -3.16
H -0.58 -11.44 -2.92
H -2.00 -11.90 -1.87
H -0.73 -11.02 -1.18
H -2.80 -9.81 -3.12
H -1.91 -8.43 -0.79
H -2.77 -9.95 -0.53
H -3.12 -6.55 -1.77
H -4.69 -6.88 -2.24
H -3.33 -7.43 -3.32
H -0.57 -9.50 -3.96
H -0.12 -9.09 -2.52
C 2.49 -0.54 4.96
C 3.71 -0.32 4.01
C 4.89 -1.15 4.56
O 5.14 -0.99 5.98
C 5.60 0.27 6.29
N 3.37 -0.62 2.64
H 1.56 -0.11 4.58
H 2.55 -0.04 5.92
H 2.28 -1.61 5.04
H 3.96 0.74 4.01
H 5.78 -0.95 3.97
H 4.79 -2.22 4.39
H 5.01 1.07 5.85
H 6.66 0.39 6.07
H 5.38 0.32 7.36
H 2.53 -0.16 2.32
H 3.24 -1.62 2.51
C -2.43 -3.12 -7.46
C -1.83 -2.27 -8.53
C -2.47 -2.34 -9.93
O -2.22 -3.68 -10.48
C -2.92 -3.89 -11.69
N -1.93 -0.88 -8.02
H -1.89 -2.95 -6.53
H -2.25 -4.17 -7.69
H -3.51 -2.99 -7.43
H -0.79 -2.59 -8.52
H -2.03 -1.55 -10.55
H -3.53 -2.10 -9.85
H -3.99 -3.96 -11.51
H -2.63 -4.83 -12.15
H -2.66 -3.09 -12.39
H -2.47 -0.61 -7.21
H -1.91 -0.18 -8.74
C 2.75 2.75 -3.49
C 2.21 1.96 -4.63
C 3.23 1.60 -5.58
O 4.22 0.94 -4.92
C 5.30 0.50 -5.77
N 1.59 0.73 -4.10
H 3.58 2.28 -2.98
H 1.94 2.99 -2.80
H 3.06 3.71 -3.89
H 1.53 2.55 -5.25
H 3.75 2.47 -5.97
H 2.87 1.05 -6.46
H 5.09 -0.22 -6.57
H 6.04 0.05 -5.11
H 5.88 1.35 -6.13
H 2.43 0.18 -4.07
H 1.14 0.22 -4.85
*
```

Here are the Mulliken charges for atoms 1 to 2, given in e: atom 1 (O): -0.550, atom 2 (V): 1.843


Here is 6 unconnected molecules or ions with the total composition C2H15NO5 in a non-equilibrium geometry from OMol25. Energies are from ωB97M-V with the def2-TZVPD basis set.

ΔE to the lowest compared entry with this formula, charge and spin (kJ/mol): 792.9
HOMO-LUMO gap (eV): 3.95
Highest occupied orbital energy (eV): -9.74

ORCA input file:
```
! wB97M-V def2-TZVPD RIJCOSX def2/J DEFGRID3
* xyz 0 1
C -0.77 1.35 -1.58
C 0.28 0.25 -1.41
N 1.57 0.76 -1.11
H -0.54 1.92 -2.47
H -1.76 0.91 -1.61
H 0.32 -0.34 -2.33
H 2.20 -0.03 -0.91
H 1.53 1.36 -0.23
H -1.30 0.18 1.50
H -0.47 1.50 1.53
O -1.39 1.14 1.61
H 1.40 2.83 1.62
H -0.74 2.01 -0.72
O 0.94 2.18 1.05
H -0.07 -0.46 -0.61
H -1.58 -2.31 1.65
O -1.14 -1.71 1.03
H -0.80 -3.41 -1.65
H -0.92 -2.32 -0.47
O -0.64 -2.48 -1.43
H 1.63 -0.88 2.08
H 0.37 -1.34 1.26
O 1.29 -0.91 1.18
*
```

Here are the Mulliken charges for atoms 1 to 2, given in e: atom 1 (C): -1.229, atom 2 (C): 0.334